# 1
{
  "formula": "C8H14N2O",
  "method": "ωB97M-V/def2-TZVPD",
  "de_lowest_kcal_mol": 90.77,
  "total_charge": 2,
  "orbital_gap_ha": 0.3830,
  "lumo_energy_ha": -0.3186,
  "species": ["C", "C", "C", "C", "C", "C", "C", "C", "N", "N", "O", "H", "H", "H", "H", "H", "H", "H", "H", "H", "H", "H", "H", "H", "H"],
  "positions_angstrom": [[0.1573, -2.2870, 0.2909], [-2.6946, 0.5688, 0.8637], [-0.5274, 0.5353, 0.4262], [3.4833, -0.8445, 0.1967], [3.2197, -0.6799, 1.6332], [2.2439, -1.2936, 0.8237], [-1.1763, 2.0314, -1.8363], [-1.7821, 0.6201, -1.5985], [1.0161, -1.4664, 0.4902], [-1.6105, 0.5138, -0.1508], [0.4589, 0.7326, 1.0118], [-0.7650, -2.0981, -0.2116], [0.0756, -3.3555, 0.4412], [-3.3284, -0.2961, 0.8565], [-3.4634, 1.3223, 0.5955], [3.4836, 0.0409, -0.4990], [4.1930, -1.5784, -0.0101], [3.6596, -1.3998, 2.3377], [2.8707, 0.2521, 2.1879], [-2.3227, 0.9184, 1.7933], [-1.7752, 2.8699, -1.3126], [-0.1828, 2.0603, -1.2975], [-1.1549, 2.3966, -2.9441], [-1.2483, -0.1196, -2.1896], [-2.8300, 0.5563, -1.8985]],
  "forces_ev_per_a": [[-3.832, -3.302, -1.371], [-2.551, 1.124, -1.004], [3.900, 2.003, 1.900], [-0.184, 1.647, -1.382], [-0.873, 1.337, 3.901], [-1.738, 0.191, -1.805], [-0.513, 2.036, -0.762], [0.335, 2.165, -1.681], [4.986, 0.030, 1.027], [-1.889, -1.513, 0.727], [-2.725, 0.352, -1.062], [-0.760, 1.326, -0.240], [1.463, -0.442, 0.714], [0.472, -1.067, 0.377], [0.892, 0.181, -0.414], [-0.259, -1.106, 0.696], [1.165, -1.163, -0.602], [0.320, 0.285, -0.256], [0.777, -1.003, -0.963], [0.458, -0.264, 1.023], [0.603, -1.534, -0.664], [-0.636, 0.146, -1.279], [0.362, -1.059, 2.003], [0.214, -0.340, 0.506], [0.013, -0.031, 0.613]]
}

---

# 2
{
  "formula": "C22H24ClI2OP2Y",
  "method": "ωB97M-V/def2-TZVPD",
  "de_lowest_kcal_mol": 20.19,
  "total_charge": 2,
  "orbital_gap_ha": [0.1515, 0.1797],
  "lumo_energy_ha": [-0.3751, -0.3476],
  "species": ["I", "I", "Y", "P", "C", "C", "H", "H", "H", "C", "H", "H", "H", "H", "H", "H", "C", "O", "Cl", "C", "C", "C", "C", "C", "C", "P", "C", "C", "C", "C", "C", "C", "C", "C", "C", "C", "C", "C", "H", "H", "H", "H", "H", "H", "H", "H", "H", "H", "H", "H", "H", "H", "H"],
  "positions_angstrom": [[-2.9563, -1.4538, 2.2992], [-2.3175, 0.7374, -2.1894], [-0.5865, 0.1661, 0.0774], [0.1162, -2.1615, -1.4435], [-1.2546, -3.3331, -1.4966], [0.4231, -1.8219, -3.2223], [2.3527, -2.4338, -0.9036], [1.6463, -3.8262, -1.8700], [1.3669, -3.6406, -0.0373], [1.5443, -3.1586, -1.0124], [1.1448, -0.9933, -3.2748], [0.8276, -2.7707, -3.6241], [-0.9139, -4.1198, -2.2021], [-2.1720, -2.8120, -1.8142], [-0.5005, -1.4676, -3.7061], [-1.4637, -3.6640, -0.4691], [-0.1710, -1.4507, 1.5681], [0.0157, -2.1404, 2.4846], [1.8746, 0.4729, -0.5586], [2.8914, 2.6128, 5.8270], [2.2843, 1.4250, 5.4251], [1.6067, 1.3787, 4.1998], [1.5294, 2.5221, 3.3709], [2.1673, 3.7024, 3.7848], [2.8497, 3.7490, 5.0033], [0.4297, 2.4746, 1.9000], [-1.2392, 2.9614, 2.4614], [-2.2890, 2.7841, 1.5333], [-3.6066, 2.7855, 1.9813], [-3.9056, 3.2372, 3.2690], [-2.8702, 3.5644, 4.1644], [-1.5295, 3.4194, 3.7663], [1.0695, 3.8563, 0.9369], [0.2094, 4.7416, 0.2411], [0.6998, 5.5528, -0.7936], [2.0578, 5.4912, -1.1808], [2.9018, 4.5811, -0.5237], [2.4168, 3.7577, 0.5132], [3.3844, 2.6605, 6.7926], [2.2811, 0.5402, 6.0696], [1.0393, 0.4853, 3.9054], [2.0212, 4.6070, 3.2094], [3.2843, 4.7003, 5.3347], [-2.1276, 2.7120, 0.4445], [-4.3988, 2.4416, 1.3028], [-4.9613, 3.3267, 3.5482], [-3.1569, 3.9009, 5.1744], [-0.7308, 3.6110, 4.4852], [-0.8715, 4.7179, 0.4384], [0.0138, 6.2127, -1.3474], [2.4259, 6.1003, -2.0090], [3.9422, 4.4830, -0.8439], [3.0597, 2.9821, 0.9333]],
  "forces_ev_per_a": [[-0.387, 0.315, -0.248], [0.325, -0.104, 0.702], [-0.171, 2.212, -3.248], [-0.946, 0.468, -0.197], [-0.098, 0.094, 0.004], [0.008, 0.498, 0.575], [0.339, -0.410, -0.184], [0.508, -0.300, 0.492], [0.241, -0.192, -0.559], [-0.340, 0.549, 0.535], [0.006, -0.452, -0.198], [-0.263, 0.658, -0.174], [-0.782, 0.078, 0.606], [0.386, -0.320, -0.297], [0.344, -0.434, 0.102], [0.209, -0.476, -0.403], [1.578, -4.567, 5.512], [-0.237, 2.224, -3.508], [-0.745, 0.082, 0.438], [0.104, 0.265, -0.338], [-0.512, -0.192, -0.515], [-0.255, 0.193, -0.046], [-0.165, -1.041, 0.407], [-0.142, 0.074, 0.235], [-0.294, -0.120, -0.028], [0.700, 2.665, 1.488], [-0.252, 0.375, -0.043], [-0.094, -0.499, 0.203], [-0.209, 0.322, -0.252], [0.175, -0.300, 0.053], [-0.260, 0.085, -0.338], [-0.395, -0.671, 0.114], [-0.531, -0.946, -0.960], [-0.252, 0.572, -1.090], [-0.716, -0.232, 0.523], [-0.203, -0.483, 0.534], [0.076, -0.564, 0.814], [0.954, 0.619, -1.184], [-0.019, 0.026, -0.135], [0.097, 0.407, -0.244], [0.458, 0.222, 0.202], [0.245, 0.046, -0.015], [-0.138, -0.518, -0.154], [0.153, -0.491, 0.433], [0.286, 0.553, 0.243], [0.526, -0.102, 0.127], [0.470, -0.084, -0.623], [-0.187, -0.138, -0.251], [0.620, 0.277, 0.070], [0.371, -0.371, 0.437], [-0.105, -0.198, 0.296], [-0.375, 0.009, 0.160], [-0.104, 0.316, -0.073]]
}

---

# 3
{
  "formula": "C41H42P2PdSe",
  "method": "ωB97M-V/def2-TZVPD",
  "de_lowest_kcal_mol": 0.00,
  "total_charge": 0,
  "spin_multiplicity": 3,
  "orbital_gap_ha": [0.2242, 0.2271],
  "s2": 2.02,
  "lumo_energy_ha": [0.0191, -0.0572],
  "species": ["Pd", "C", "C", "C", "C", "C", "C", "C", "C", "C", "H", "H", "H", "H", "H", "H", "H", "H", "H", "H", "H", "H", "H", "H", "H", "P", "P", "C", "C", "C", "C", "C", "C", "C", "C", "C", "C", "C", "C", "C", "C", "C", "C", "C", "C", "C", "C", "C", "C", "C", "C", "C", "C", "H", "H", "H", "H", "H", "H", "H", "H", "H", "H", "H", "H", "H", "H", "H", "H", "H", "H", "H", "H", "H", "H", "Se", "C", "C", "C", "C", "C", "C", "H", "H", "H", "H", "H"],
  "positions_angstrom": [[-1.4154, 1.8860, 1.0933], [-2.6024, -1.3401, 4.7658], [-1.4570, -1.8360, 4.2408], [-1.4763, -2.8326, 3.1240], [-2.2303, -2.4042, 1.8239], [-3.7174, -2.1240, 1.9537], [-4.5920, -2.7440, 2.7538], [-4.1701, -3.3882, 4.0487], [-3.7273, -2.3374, 5.1233], [-3.2357, 2.6906, 0.9570], [-2.6510, -0.4142, 5.3582], [-0.4527, -1.4945, 4.5488], [-1.9124, -3.7906, 3.4041], [-0.4462, -3.1189, 2.8619], [-1.7113, -1.5521, 1.3440], [-2.0994, -3.2505, 1.1187], [-4.1039, -1.4735, 1.1638], [-5.6676, -2.7377, 2.4914], [-3.3344, -4.0756, 3.8703], [-4.9639, -4.0518, 4.4456], [-4.6336, -1.8205, 5.4884], [-3.3694, -2.9359, 5.9852], [-3.6161, 3.0134, 1.9460], [-3.8644, 1.9348, 0.4460], [-3.0614, 3.5636, 0.3087], [3.2830, 1.1191, -1.3813], [1.4394, 0.5246, -3.7658], [3.3108, -0.5505, -2.0905], [2.5077, -0.8298, -3.1531], [5.1324, 1.3610, -1.4158], [6.1079, 0.3528, -1.4341], [7.4606, 0.6770, -1.5392], [7.8546, 2.0134, -1.6349], [6.8894, 3.0318, -1.6139], [5.5337, 2.7035, -1.5186], [2.8992, 0.6579, 0.3475], [1.5623, 0.2997, 0.5857], [1.1605, -0.0244, 1.8759], [2.0895, -0.0439, 2.9268], [3.4274, 0.2599, 2.6622], [3.8427, 0.6221, 1.3778], [2.0413, 0.4593, -5.5707], [3.3750, 0.8396, -5.8168], [3.8832, 0.8541, -7.1191], [3.0646, 0.4824, -8.1897], [1.7507, 0.0594, -7.9566], [1.2360, 0.0639, -6.6523], [-0.1745, -0.3014, -3.9287], [-1.2838, 0.5385, -4.1607], [-2.5551, -0.0160, -4.3113], [-2.7296, -1.4086, -4.2267], [-1.6290, -2.2348, -3.9785], [-0.3609, -1.6825, -3.8049], [3.9823, -1.2858, -1.6376], [2.5314, -1.7832, -3.7019], [5.8295, -0.6905, -1.3810], [8.2086, -0.1175, -1.5445], [8.9141, 2.2680, -1.7253], [7.1951, 4.0796, -1.6717], [4.7776, 3.4914, -1.5378], [0.8430, 0.3035, -0.2372], [0.1035, -0.2261, 2.0774], [1.7559, -0.3114, 3.9362], [4.1535, 0.2219, 3.4720], [4.8891, 0.8515, 1.1791], [4.0187, 1.1086, -4.9795], [4.9161, 1.1592, -7.2938], [3.4499, 0.5192, -9.2091], [1.1227, -0.2695, -8.7847], [0.2089, -0.2683, -6.4826], [-1.1486, 1.6221, -4.2287], [-3.4162, 0.6274, -4.5001], [-3.7185, -1.8464, -4.3466], [-1.7489, -3.3173, -3.9172], [0.4935, -2.3177, -3.5918], [-2.7872, 0.7348, 2.6704], [-3.8501, 1.7108, 3.9245], [-5.0896, 1.0795, 4.1870], [-5.6344, 1.1936, 5.4625], [-5.1530, 2.1600, 6.3576], [-4.0759, 2.9709, 5.9703], [-3.4259, 2.7557, 4.7547], [-5.5591, 0.4567, 3.4256], [-6.4457, 0.5260, 5.7440], [-5.6293, 2.2670, 7.3381], [-3.7319, 3.7602, 6.6413], [-2.5864, 3.3716, 4.4523]],
  "forces_ev_per_a": [[1.411, -0.205, 0.267], [0.380, -1.442, 1.399], [-0.140, 0.807, -0.079], [0.564, -1.090, -0.454], [0.497, 0.198, 0.526], [-0.190, -0.628, -0.738], [-0.044, 0.316, -0.099], [-0.004, -0.616, 0.203], [-1.013, -0.206, -0.610], [-0.837, 1.485, -1.056], [0.446, -0.562, 0.021], [-0.683, 0.625, -0.563], [0.441, 0.182, 0.069], [-0.152, 0.380, -0.101], [-0.268, -0.224, 0.245], [-0.203, 0.400, 0.201], [-0.016, -0.452, -0.011], [0.645, 0.453, 0.421], [-0.724, 0.153, 0.244], [0.185, 0.613, -0.002], [0.386, 0.043, -0.270], [0.007, 0.473, -0.257], [0.015, -0.057, -0.960], [0.030, 0.579, 0.329], [-0.464, -0.092, 0.085], [1.001, 0.100, 0.160], [0.296, -0.129, -1.432], [-1.177, -0.663, -1.179], [0.835, 0.316, 0.907], [-0.207, 0.424, 0.096], [0.100, 0.452, 0.014], [-0.084, 0.184, -0.015], [-0.225, 0.234, 0.073], [0.108, -0.288, 0.017], [0.426, -0.226, 0.030], [0.347, -0.284, -0.037], [0.236, 0.310, 0.354], [-0.152, 0.050, 0.245], [0.011, 0.014, -0.283], [-0.196, -0.018, 0.205], [-0.569, -0.163, 0.102], [-0.092, -0.089, 0.204], [-0.347, -0.144, -0.225], [-0.301, -0.032, 0.169], [-0.170, -0.097, 0.097], [0.250, 0.252, 0.377], [0.287, -0.017, -0.008], [-0.460, 0.054, 0.079], [0.006, -0.493, -0.006], [0.038, -0.393, -0.006], [0.368, 0.288, 0.022], [-0.112, 0.111, 0.066], [-0.255, 0.345, -0.237], [-0.311, 0.004, -0.316], [0.115, 0.307, 0.433], [0.029, 0.038, 0.067], [-0.203, 0.228, -0.033], [-0.370, -0.089, 0.047], [-0.090, -0.361, -0.035], [0.204, -0.227, 0.037], [0.117, -0.014, 0.162], [0.365, -0.139, -0.020], [0.217, 0.165, -0.418], [-0.111, 0.012, -0.141], [-0.265, 0.007, 0.049], [-0.096, 0.023, -0.149], [-0.291, -0.078, 0.030], [-0.070, -0.071, 0.267], [0.154, 0.127, 0.193], [0.313, 0.139, -0.022], [0.008, -0.361, 0.045], [0.254, -0.175, 0.078], [0.185, 0.119, 0.006], [-0.064, 0.292, 0.019], [-0.229, -0.008, -0.065], [-0.474, -0.430, 0.985], [-0.533, -0.294, -0.061], [0.617, -0.093, 0.625], [-0.288, 0.512, -0.261], [0.326, -0.229, -0.195], [-0.472, 0.059, 0.163], [0.047, -0.416, 0.071], [0.386, -0.234, 0.349], [-0.088, 0.337, -0.050], [0.322, 0.009, -0.374], [-0.082, -0.188, -0.251], [0.145, -0.204, 0.167]]
}